[1]
Molecular formula: C3HFIrO2
Method: DFT, wB97M-V/def2-TZVPD

Structure (ORCA input):
```
! RIJCOSX wB97M-V def2-TZVPD def2/J DEFGRID3
* xyz 1 5
Ir -0.06 -2.48 -0.36
F 0.98 1.08 -1.15
O 0.49 0.32 0.95
O -1.15 -0.88 0.01
C -0.41 2.49 0.34
C 0.33 1.44 0.12
C -0.07 -0.85 0.66
H -0.44 3.16 -0.53
*
```

As for the total energy: -468.9335 Eh. Its largest force on an atom is 3.93 eV Å⁻¹. As for the HOMO energy (spin up / spin down): -0.5341 / -0.5419 hartree. The value obtained for the energy relative to the best compared isomer or geometry (same formula, charge and spin) is 12.1 kcal/mol.

=====

[2]
Molecular formula: C19H21FN2O2S
Method: DFT, wB97M-V/def2-TZVPD

Structure (ORCA input):
```
! RIJCOSX wB97M-V def2-TZVPD def2/J DEFGRID3
* xyz 0 1
S 1.86 -0.35 -1.95
F 0.42 3.12 1.96
O -0.74 1.00 -2.46
O 4.45 -3.18 -1.08
N -1.94 -0.24 -0.99
N -2.75 1.07 1.55
C 3.99 -2.14 -1.51
C 2.55 -1.86 -1.46
C -2.99 0.75 -0.81
C 4.84 -1.06 -2.13
C 0.59 1.78 1.95
C 0.99 -0.94 1.90
C -0.25 -0.42 2.24
C -4.29 0.06 -0.37
C -2.54 1.74 0.28
C 1.59 -2.73 -1.00
C -4.15 1.10 1.92
C 1.84 1.28 1.59
C 0.28 -0.90 -1.52
C -0.47 0.95 2.28
C -5.03 0.90 0.67
C -0.83 0.05 -1.71
C 2.03 -0.09 1.58
C 0.30 -2.18 -1.03
C -1.84 1.49 2.60
H -4.93 -0.12 -1.24
H -1.84 -0.88 -0.21
H -4.43 2.05 2.41
H 4.54 -0.91 -3.17
H -0.58 -2.72 -0.73
H -1.07 -1.08 2.50
H 4.69 -0.12 -1.61
H -3.09 2.69 0.21
H -4.04 -0.91 0.07
H 1.82 -3.72 -0.66
H -1.81 2.58 2.73
H -5.28 1.86 0.23
H -4.33 0.29 2.63
H 3.00 -0.49 1.31
H -2.19 1.05 3.54
H -5.96 0.40 0.95
H -3.09 1.28 -1.76
H 2.63 1.97 1.34
H 5.89 -1.34 -2.09
H 1.14 -2.01 1.90
H -1.48 1.96 0.15
*
```

As for the total energy: -1494.6850 Eh. Its largest force on an atom is 0.92 eV Å⁻¹. As for the HOMO energy: -0.3224 hartree. Its SMILES is CC(=O)c1ccc(C(=O)N[C@H]2CCCN(Cc3ccccc3F)C2)s1. The value obtained for the energy relative to the best compared isomer or geometry (same formula, charge and spin) is 3.4 kcal/mol.

=====

[3]
Molecular formula: C2H3NO2S
Method: DFT, wB97M-V/def2-TZVPD

Structure (ORCA input):
```
! RIJCOSX wB97M-V def2-TZVPD def2/J DEFGRID3
* xyz 0 1
S 0.65 0.61 -0.27
O 0.73 0.64 -1.69
O 1.67 1.26 0.52
N -1.00 1.37 0.22
C 0.18 -2.25 0.39
C 0.46 -1.08 0.34
H -1.10 1.89 -0.65
H -1.73 0.72 0.37
H 0.14 -3.16 0.76
*
```

As for the total energy: -681.2909 Eh. Its largest force on an atom is 4.74 eV Å⁻¹. As for the HOMO energy: -0.4031 hartree. Its SMILES is C#CS(N)(=O)=O. The value obtained for the energy relative to the best compared isomer or geometry (same formula, charge and spin) is 105.7 kcal/mol.

=====

[4]
Molecular formula: C47H43BrINO3P2PdSTe
Method: DFT, wB97M-V/def2-TZVPD

Structure (ORCA input):
```
! RIJCOSX wB97M-V def2-TZVPD def2/J DEFGRID3
* xyz 0 1
I -1.64 3.34 -2.57
Te -1.06 -3.13 -2.32
Pd -0.36 1.95 -0.68
Br -4.94 4.20 4.37
S 3.54 1.58 -0.79
P 1.03 -1.55 -0.37
P -1.31 0.00 -1.37
O 2.16 1.34 -1.32
O 0.43 3.76 -0.08
O 1.02 5.35 1.34
N -3.26 -5.99 1.01
C -0.12 -0.94 2.06
C 2.58 -0.39 3.07
C 3.87 4.31 -0.72
C -0.55 -1.60 -0.97
C 2.34 -3.91 0.37
C -1.97 -5.68 1.12
C -0.10 0.26 -3.82
C 5.98 0.31 -1.03
C 0.00 1.39 1.25
C -2.45 -0.24 -3.97
C -5.67 -0.41 0.08
C -0.89 0.40 1.88
C -0.02 0.30 -5.20
C -0.29 1.81 3.80
C -1.16 0.10 -5.97
C 2.10 -2.98 -0.64
C -3.34 3.58 2.09
C -5.29 0.68 -0.70
C -1.32 -0.01 -3.20
C -0.97 0.59 3.50
C -3.33 -4.68 -1.00
C -1.14 4.50 1.64
C 2.43 -0.94 1.86
C 4.13 3.09 -1.59
C 3.84 -5.10 -1.08
C 1.12 -1.18 1.26
C 0.94 1.98 1.99
C -3.04 -0.19 -0.84
C -2.37 -0.18 -5.35
C 1.10 1.63 3.52
C -3.43 -1.27 -0.04
C 3.61 -4.18 -2.09
C -3.42 4.35 3.25
C -3.98 0.79 -1.16
C 0.09 -0.57 3.55
C 0.19 4.56 0.90
C -3.91 -5.49 -0.03
C -1.29 -4.89 0.21
C 2.75 -3.12 -1.87
C 4.60 0.40 -1.65
C -1.27 5.28 2.79
C -2.39 5.21 3.60
C -4.74 -1.38 0.41
C 1.42 0.15 3.83
C -1.98 -4.36 -0.88
C -2.21 3.67 1.30
C 3.20 -4.97 0.14
H -4.16 2.94 1.81
H 4.51 -5.93 -1.25
H -6.69 -0.49 0.43
H 4.11 -4.28 -3.05
H 6.52 1.26 -1.07
H -4.96 -5.75 -0.11
H -2.17 3.08 0.39
H -0.23 -4.69 0.34
H 5.19 2.95 -1.80
H -3.40 -0.46 -3.49
H -1.10 0.16 -7.05
H -1.89 0.34 1.46
H 4.05 -0.54 -1.55
H -1.97 0.43 3.88
H -1.44 -6.10 1.97
H 3.58 -0.28 3.49
H -3.92 -4.30 -1.82
H -0.76 2.76 4.02
H -6.01 1.45 -0.96
H 6.59 -0.43 -1.57
H -0.79 -1.80 1.93
H 1.79 2.36 3.96
H 3.57 3.11 -2.53
H 2.57 -2.39 -2.66
H 0.78 0.46 -3.21
H 3.31 -1.25 1.30
H -3.69 1.64 -1.75
H 0.92 0.53 -5.67
H -0.44 5.94 3.04
H 1.62 0.10 4.91
H 5.93 0.00 0.01
H 1.85 -3.80 1.33
H 4.61 0.68 -2.70
H 3.37 -5.70 0.93
H -5.02 -2.22 1.02
H 2.81 4.44 -0.51
H -0.11 -1.36 4.27
H 4.23 5.20 -1.23
H -2.70 -2.02 0.24
H -2.47 5.82 4.49
H 1.63 2.73 1.63
H 4.40 4.23 0.23
H -3.26 -0.34 -5.95
*
```

As for the total energy: -6445.6176 Eh. Its largest force on an atom is 1.54 eV Å⁻¹. As for the HOMO energy (spin up / spin down): -0.2705 / -0.2706 hartree. The value obtained for the energy relative to the best compared isomer or geometry (same formula, charge and spin) is 122.8 kcal/mol.

=====

[5]
Molecular formula: C30H25F3N5O3Sr
Method: DFT, wB97M-V/def2-TZVPD

Structure (ORCA input):
```
! RIJCOSX wB97M-V def2-TZVPD def2/J DEFGRID3
* xyz 1 1
Sr 0.99 -0.31 0.03
F 3.49 -1.52 1.01
F 3.39 0.46 0.06
F 4.75 -1.18 -0.55
O -1.52 -2.72 3.21
O -1.00 -2.60 -3.69
O -4.72 4.84 -1.27
N -0.91 1.80 0.27
N 0.33 -1.05 -2.63
N -0.62 -2.27 -0.19
N 0.04 -1.38 2.34
N -4.88 4.56 1.02
C 4.01 -1.02 -5.57
C -1.37 2.50 1.34
C -0.85 -2.04 4.36
C 2.64 -1.14 -5.42
C -0.92 -2.17 2.11
C 0.41 -1.39 3.76
C -2.11 -3.61 -1.51
C 1.36 0.90 3.45
C 0.47 -0.75 -4.07
C -4.22 4.41 -0.19
C -2.30 3.12 -1.16
C 2.64 0.40 -3.59
C -0.57 -2.00 -2.58
C 0.46 1.65 5.97
C 1.94 -0.51 -4.41
C 0.74 -0.05 4.28
C -2.07 -3.90 0.88
C -2.53 -4.29 -0.38
C 4.03 0.44 -3.66
C -1.13 -2.59 -1.40
C 1.53 2.20 3.88
C 4.73 -0.18 -4.72
C -2.88 3.79 -0.01
C -2.22 3.64 1.24
C -1.28 2.20 -0.96
C 3.43 -0.95 -0.22
C 0.24 0.35 5.57
C 0.98 2.63 5.11
C -0.24 -1.93 -4.77
C -1.16 -2.83 0.91
H -1.06 2.15 2.34
H -0.54 -2.85 5.02
H -3.42 -4.91 -0.39
H 0.94 3.70 5.36
H -1.01 -1.74 -5.54
H 0.18 1.94 7.02
H 0.45 -2.72 -5.15
H 1.77 0.57 2.53
H 2.00 2.86 3.17
H -2.35 4.38 2.02
H -2.73 3.39 -2.10
H -1.56 -1.35 4.83
H -2.45 -3.98 -2.47
H 4.58 1.00 -2.93
H 1.30 -2.10 3.87
H -0.10 0.18 -4.22
H 2.09 -1.68 -6.19
H -0.12 -0.40 6.24
H -5.81 4.90 0.94
H -0.73 1.70 -1.75
H 2.09 1.02 -2.86
H -4.42 4.22 1.86
H -2.47 -4.36 1.80
H 4.50 -1.48 -6.45
H 5.80 0.02 -4.81
*
```

As for the total energy: -1987.8251 Eh. Its largest force on an atom is 4.98 eV Å⁻¹. As for the HOMO energy: -0.3928 hartree. The value obtained for the energy relative to the best compared isomer or geometry (same formula, charge and spin) is 17.4 kcal/mol.

=====

[6]
Molecular formula: C19H27ClN6O2
Method: DFT, wB97M-V/def2-TZVPD

Structure (ORCA input):
```
! RIJCOSX wB97M-V def2-TZVPD def2/J DEFGRID3
* xyz 0 1
Cl 1.28 1.71 -3.98
O 2.43 0.39 -1.54
O -0.47 2.07 2.95
N -0.28 -1.67 -5.23
N -2.43 0.40 -0.60
N -2.79 0.48 0.70
N 1.09 -1.16 -0.57
N -0.09 0.57 1.27
N 0.43 -2.06 -3.02
C -2.50 2.92 0.88
C -2.31 1.56 1.54
C -0.14 -2.45 -4.16
C -3.56 -0.57 1.07
C 1.34 0.34 1.41
C -0.85 1.41 1.99
C -2.99 -0.71 -1.06
C -2.85 -1.10 -2.49
C -0.64 -3.86 -4.25
C 2.57 1.57 3.31
C 1.66 -1.01 0.76
C 0.90 -0.82 -2.93
C 1.83 0.31 2.87
C 0.16 -0.43 -5.14
C 1.56 -0.46 -1.62
C -3.72 -1.36 -0.04
C 0.78 0.06 -4.00
C 2.68 1.60 4.83
C 3.95 1.65 2.66
H -2.55 -2.14 -2.59
H -2.15 3.69 1.55
H 0.12 -4.48 -4.73
H -2.90 1.51 2.46
H -0.83 -4.26 -3.25
H 3.22 0.72 5.20
H 1.88 1.11 0.86
H 3.89 1.60 1.57
H 2.51 -0.54 2.99
H 4.45 2.58 2.93
H 0.98 0.12 3.52
H -2.11 -0.46 -2.98
H 0.48 -1.94 -0.78
H -1.54 -3.90 -4.86
H 1.25 -1.81 1.38
H -3.80 -0.98 -3.02
H -0.50 0.23 0.40
H 1.97 2.43 3.00
H -4.29 -2.27 -0.11
H -1.94 2.96 -0.05
H 2.74 -1.12 0.71
H 1.69 1.61 5.29
H -3.93 -0.66 2.08
H 3.23 2.48 5.17
H -3.56 3.08 0.66
H 0.03 0.21 -6.00
H 4.58 0.82 3.00
*
```

As for the total energy: -1679.4792 Eh. Its largest force on an atom is 0.12 eV Å⁻¹. As for the HOMO energy: -0.3349 hartree. Its SMILES is Cc1ccn([C@H](C)C(=O)N[C@H](CNC(=O)c2nc(C)ncc2Cl)CC(C)C)n1. The value obtained for the energy relative to the best compared isomer or geometry (same formula, charge and spin) is 7.5 kcal/mol.

=====

[7]
Molecular formula: C13H27HfNSi2
Method: DFT, wB97M-V/def2-TZVPD

Structure (ORCA input):
```
! RIJCOSX wB97M-V def2-TZVPD def2/J DEFGRID3
* xyz 2 1
Hf -0.75 -0.49 -1.44
Si -2.02 -0.50 0.88
Si 1.33 -0.73 1.29
N -0.08 1.52 -1.43
C -2.07 -2.04 1.94
C 0.03 1.53 -0.07
C 1.19 -0.24 3.08
C -2.93 -0.93 -0.81
C -2.91 0.95 1.60
C -0.31 0.13 0.54
C 2.84 0.01 0.48
C 1.38 -2.60 1.04
C 1.66 -1.62 -3.89
C 0.48 2.66 0.57
C 0.89 3.62 -1.61
C 0.31 2.55 -2.21
C 0.94 3.71 -0.23
H 0.45 2.62 1.66
H 3.15 -0.56 -0.41
H 2.28 -2.93 1.59
H -2.62 -0.79 -1.96
H -2.92 1.80 0.91
H -3.21 -1.98 -0.87
H 0.16 2.44 -3.27
H -1.98 0.15 -2.43
H 1.28 4.42 -2.18
H 2.60 -1.05 -4.02
H 2.02 -0.70 3.61
H -1.65 -2.91 1.42
H 2.69 1.06 0.19
H -3.94 0.63 1.83
H -2.37 1.22 2.53
H -1.53 -1.86 2.87
H 1.16 -1.43 -4.96
H -3.14 -2.21 2.14
H 1.99 -2.64 -4.16
H 3.66 -0.04 1.23
H 0.24 -0.57 3.51
H 0.49 -3.11 1.46
H -3.76 -0.22 -0.88
H 1.31 4.56 0.30
H 0.90 -1.38 -3.00
H 1.26 0.85 3.17
H 1.49 -2.89 -0.02
*
```

As for the total energy: -1192.6100 Eh. Its largest force on an atom is 3.68 eV Å⁻¹. As for the HOMO energy: -0.5686 hartree. The value obtained for the energy relative to the best compared isomer or geometry (same formula, charge and spin) is 19.4 kcal/mol.

=====

[8]
Molecular formula: C4H8S2
Method: DFT, wB97M-V/def2-TZVPD

Structure (ORCA input):
```
! RIJCOSX wB97M-V def2-TZVPD def2/J DEFGRID3
* xyz 0 1
S -0.22 0.27 2.28
S 2.63 0.63 0.03
C -0.82 -0.61 0.82
C 1.38 -0.11 -0.68
C -1.05 0.19 -0.41
C 0.28 0.69 -1.03
H -1.50 -0.51 -1.09
H 1.44 -1.20 -0.94
H 0.45 1.79 -0.85
H -1.82 0.99 -0.05
H 0.20 0.53 -2.09
H -0.01 -1.39 0.64
H -1.96 -0.96 1.06
H 1.00 -0.30 2.29
*
```

As for the total energy: -953.5043 Eh. Its largest force on an atom is 4.45 eV Å⁻¹. As for the HOMO energy: -0.3164 hartree. Its SMILES is S=CCCCS. The value obtained for the energy relative to the best compared isomer or geometry (same formula, charge and spin) is 51.7 kcal/mol.

=====

- Which value of energy relative to the best compared isomer or geometry (same formula, charge and spin) does entry 4 give?
  122.8 kcal/mol

=====

Please write out number 2 again, unchanged.
Molecular formula: C19H21FN2O2S
Method: DFT, wB97M-V/def2-TZVPD

Structure (ORCA input):
```
! RIJCOSX wB97M-V def2-TZVPD def2/J DEFGRID3
* xyz 0 1
S 1.86 -0.35 -1.95
F 0.42 3.12 1.96
O -0.74 1.00 -2.46
O 4.45 -3.18 -1.08
N -1.94 -0.24 -0.99
N -2.75 1.07 1.55
C 3.99 -2.14 -1.51
C 2.55 -1.86 -1.46
C -2.99 0.75 -0.81
C 4.84 -1.06 -2.13
C 0.59 1.78 1.95
C 0.99 -0.94 1.90
C -0.25 -0.42 2.24
C -4.29 0.06 -0.37
C -2.54 1.74 0.28
C 1.59 -2.73 -1.00
C -4.15 1.10 1.92
C 1.84 1.28 1.59
C 0.28 -0.90 -1.52
C -0.47 0.95 2.28
C -5.03 0.90 0.67
C -0.83 0.05 -1.71
C 2.03 -0.09 1.58
C 0.30 -2.18 -1.03
C -1.84 1.49 2.60
H -4.93 -0.12 -1.24
H -1.84 -0.88 -0.21
H -4.43 2.05 2.41
H 4.54 -0.91 -3.17
H -0.58 -2.72 -0.73
H -1.07 -1.08 2.50
H 4.69 -0.12 -1.61
H -3.09 2.69 0.21
H -4.04 -0.91 0.07
H 1.82 -3.72 -0.66
H -1.81 2.58 2.73
H -5.28 1.86 0.23
H -4.33 0.29 2.63
H 3.00 -0.49 1.31
H -2.19 1.05 3.54
H -5.96 0.40 0.95
H -3.09 1.28 -1.76
H 2.63 1.97 1.34
H 5.89 -1.34 -2.09
H 1.14 -2.01 1.90
H -1.48 1.96 0.15
*
```

As for the total energy: -1494.6850 Eh. Its largest force on an atom is 0.92 eV Å⁻¹. As for the HOMO energy: -0.3224 hartree. Its SMILES is CC(=O)c1ccc(C(=O)N[C@H]2CCCN(Cc3ccccc3F)C2)s1. The value obtained for the energy relative to the best compared isomer or geometry (same formula, charge and spin) is 3.4 kcal/mol.